Record 1
Here is C24H25NO5PSSe2W as an isolated structure from OMol25. Energies are from ωB97M-V/def2-TZVPD.

## Properties
Kohn-Sham gap   7.328 eV
Largest force on an atom   0.96 eV Å⁻¹
Molecular weight   812.267 g/mol
LUMO level   -4.13 eV
2S+1   1
Total energy   -189658.432 eV
Charge   +1
Energy above the lowest of the compared OMol25 structures with the same formula, charge and spin   34.9 kJ/mol

The geometry in XYZ format:
```
60
Properties=species:S:1:pos:R:3:nbo_charge:R:1
W 0.68945 0.62652 -0.54616 0.827
Se -0.45989 -1.61640 0.23134 -0.193
P 1.54478 -1.15474 0.92800 0.958
Se 2.24909 2.26063 -0.47751 0.078
C 1.65545 -0.91765 2.71592 -0.438
C 0.73015 -1.48403 3.58747 -0.137
C 0.87262 -1.29423 4.95555 -0.228
C 1.93225 -0.54372 5.44712 -0.183
C 2.85935 0.01614 4.57660 -0.191
C 2.72429 -0.16990 3.21003 -0.198
C 2.82597 -2.30566 0.43503 -0.319
C 2.68945 -3.64636 0.78801 -0.207
C 3.69642 -4.53921 0.46370 -0.190
C 4.82986 -4.09206 -0.20339 -0.170
C 4.96298 -2.75500 -0.54908 -0.201
C 3.95948 -1.85313 -0.23242 -0.174
H -0.09848 -2.06035 3.19381 0.227
H 0.16126 -1.74084 5.63790 0.231
H 2.04233 -0.40185 6.51415 0.232
H 3.68936 0.59272 4.96273 0.232
H 3.45152 0.25793 2.52788 0.230
H 1.79949 -3.99028 1.30199 0.221
H 3.59593 -5.58351 0.72659 0.227
H 5.61218 -4.79346 -0.46117 0.228
H 5.84198 -2.41456 -1.07914 0.231
H 4.04454 -0.81482 -0.52464 0.228
C -6.72512 0.87757 -3.98855 -0.641
C -5.33591 1.18236 -3.50977 0.049
C -4.84610 0.60615 -2.33666 -0.218
C -3.55981 0.86079 -1.90117 -0.102
C -2.76041 1.71778 -2.65043 -0.425
C -3.22030 2.31154 -3.81962 -0.138
C -4.50781 2.03346 -4.24005 -0.211
S -1.12529 2.01735 -2.15220 2.321
O -1.09796 1.82160 -0.64382 -0.903
O -0.67371 3.26686 -2.66674 -0.871
N -0.18644 0.76635 -2.45033 -0.909
C 0.73862 0.66939 -3.56746 -0.355
C 1.81810 -0.30073 -3.09709 0.795
O 2.61096 -0.81686 -3.82245 -0.527
O 1.78047 -0.51654 -1.77085 -0.727
H -7.37501 0.58835 -3.16455 0.227
H -6.70263 0.05017 -4.70086 0.240
H -7.16543 1.73484 -4.49537 0.232
H -5.48458 -0.04776 -1.75647 0.225
H -3.17961 0.41267 -0.99283 0.225
H -2.58665 2.99197 -4.37221 0.247
H -4.88139 2.49459 -5.14536 0.231
H 1.20536 1.63560 -3.78522 0.242
H 0.27390 0.28012 -4.47166 0.245
C -1.69559 1.25284 3.20916 -0.282
O -1.03460 0.85129 1.97754 -0.475
C 0.08608 1.31001 1.58622 0.544
C 0.72177 2.36734 2.40305 -0.819
H -1.08900 0.93925 4.05596 0.214
H -2.63964 0.72064 3.20026 0.228
H -1.85956 2.32738 3.21194 0.210
H 0.27959 3.31056 2.05212 0.292
H 1.78622 2.42942 2.20473 0.272
H 0.52966 2.27148 3.47045 0.244
```

Record 2
Here is C7H15AlN2O2 as an isolated structure in a non-equilibrium geometry from OMol25. Energies are from ωB97M-V/def2-TZVPD.

## Properties
Kohn-Sham gap   4.591 eV
Largest force on an atom   10.10 eV Å⁻¹
Molecular weight   186.191 g/mol
LUMO level   5.12 eV
2S+1   1
Total energy   -21170.052 eV
Charge   -2

The geometry in XYZ format:
```
27
Properties=species:S:1:pos:R:3:nbo_charge:R:1
C -2.79946 -1.15132 2.13443 -0.646
C -1.17428 -0.89358 2.09449 -0.229
N -0.33318 -2.14869 2.18062 -1.135
Al 0.29084 -2.54625 0.36184 1.122
C -1.27866 -2.34487 -0.97772 0.341
O -1.84868 -3.50928 -1.37655 -0.820
O -1.76785 -1.00844 -1.44966 -0.979
H -3.05943 -1.90724 1.25482 0.255
H -3.21515 -1.48325 3.17763 0.169
H -3.30044 -0.12044 1.81100 0.179
H -0.80514 -0.10829 2.89295 0.141
H -0.94376 -0.41265 1.02646 0.187
H 0.56679 -1.84447 2.66100 0.333
H 1.50217 -1.54346 0.00628 -0.455
H 0.82450 -4.04694 0.39649 -0.455
C 1.86533 3.42300 -1.30101 -0.610
C 1.54546 2.19995 -2.15466 -0.380
C 0.71736 1.15284 -1.40738 -0.519
C 1.48716 0.66091 -0.19256 0.341
N 2.12571 0.25280 0.81527 -0.386
H 2.47422 3.16010 -0.43012 0.220
H 2.43261 4.15547 -1.88405 0.184
H 0.94710 3.90565 -0.94730 0.196
H 2.48570 1.75322 -2.50048 0.194
H 0.99539 2.52248 -3.04559 0.193
H 0.50324 0.30396 -2.06524 0.302
H -0.23755 1.57882 -1.08097 0.257
```

Record 3
Here is C7H10N as an isolated structure in a non-equilibrium geometry from OMol25. Energies are from ωB97M-V/def2-TZVPD.

## Properties
Kohn-Sham gap   10.628 eV
Largest force on an atom   3.13 eV Å⁻¹
Molecular weight   108.164 g/mol
LUMO level   -3.46 eV
2S+1   1
Total energy   -8899.331 eV
Charge   +1
Energy above the lowest of the compared OMol25 structures with the same formula, charge and spin   411.3 kJ/mol

The geometry in XYZ format:
```
18
Properties=species:S:1:pos:R:3:nbo_charge:R:1
C 1.93888 0.22465 -0.50491 -0.138
C 0.83567 -0.20259 0.06882 0.093
C 1.88111 -0.98901 -1.49415 -0.390
C 0.53482 -1.41724 -0.85749 -0.435
C -0.39520 1.27893 1.91293 0.000
C -1.26570 1.02545 1.00923 0.266
C -2.57886 1.01038 0.36267 -0.720
N -0.12831 0.05100 1.10788 -0.400
H 1.77832 -0.66946 -2.54996 0.237
H 2.53494 -1.83883 -1.33686 0.241
H 0.38231 -2.26419 -0.11461 0.211
H -0.32872 -1.35791 -1.56851 0.231
H 2.64214 1.01897 -0.15751 0.247
H -0.04582 1.94249 2.70679 0.291
H -2.61433 1.06304 -0.71277 0.278
H -3.27572 1.82417 0.60887 0.289
H -3.12454 0.03805 0.49981 0.275
H -0.26233 -0.91381 1.56552 0.425
```

Record 4
Here is C21H39NP2Ti as an isolated structure in a non-equilibrium geometry from OMol25. Energies are from ωB97M-V/def2-TZVPD.

## Properties
Kohn-Sham gap (alpha / beta)   4.822 / 4.237 eV
Largest force on an atom   3.98 eV Å⁻¹
Molecular weight   415.365 g/mol
LUMO level (alpha / beta)   -0.29 / -0.82 eV
2S+1   3
Total energy   -65581.342 eV
Energy above the lowest of the compared OMol25 structures with the same formula, charge and spin   650.2 kJ/mol

The geometry in XYZ format:
```
64
Properties=species:S:1:pos:R:3:nbo_charge:R:1
P 0.19382 -2.32801 -2.16812 1.460
P 0.37098 1.65103 -1.94784 1.367
C -0.12533 -0.83071 -3.16845 -0.768
C 0.93732 0.23882 -2.88396 -0.773
H -1.17650 -0.51439 -3.04761 0.310
H -0.01322 -1.16888 -4.20901 0.239
H 1.82928 -0.11556 -2.35195 0.227
H 1.34060 0.64000 -3.84274 0.240
C -0.49302 2.63803 -3.25304 -0.952
H -0.80024 3.64444 -2.91295 0.255
H -1.39411 2.11120 -3.62249 0.283
H 0.16727 2.78191 -4.14312 0.228
C 1.83732 2.51775 -1.29719 -0.966
H 2.16675 3.30305 -1.99485 0.258
H 2.67754 1.80754 -1.18148 0.255
H 1.62527 2.96603 -0.31086 0.257
C -0.55759 -3.61308 -3.21964 -0.955
H -0.43461 -4.58803 -2.73658 0.243
H -0.00710 -3.64617 -4.17558 0.230
H -1.61527 -3.43430 -3.45184 0.275
C 1.93396 -2.63860 -2.41902 -1.009
H 2.56684 -1.74153 -2.41599 0.247
H 2.02500 -3.10620 -3.41835 0.249
H 2.29050 -3.34088 -1.65619 0.257
Ti 1.65208 0.09500 1.57130 1.220
C -1.14688 1.35179 -0.85724 -0.403
C -2.54620 1.37609 -1.21514 -0.539
C -3.43737 0.23994 -1.39825 -0.423
C -3.23684 -1.12663 -0.66273 -0.416
C -2.22676 -2.02515 -1.19047 -0.571
C -0.88886 -2.18120 -0.70235 -0.446
C -0.20432 -1.01815 0.26777 -0.429
C -0.80648 0.38928 0.39932 -0.480
C 2.14560 -1.50454 2.76838 -1.249
H -0.94516 2.38344 -0.49115 0.199
H -3.02328 2.36703 -1.11856 0.200
H -3.52378 0.03686 -2.48246 0.160
H -4.45792 0.59018 -1.13059 0.200
H -2.98085 -0.96637 0.38311 0.169
H -4.20797 -1.65475 -0.72139 0.211
H -2.58369 -2.84717 -1.84457 0.185
H -0.71357 -3.13657 -0.17327 0.192
H 0.94239 -0.95808 -0.00545 0.124
H -0.31792 -1.46440 1.31431 0.263
H -1.75427 0.24809 0.92540 0.281
H -0.20740 0.96438 1.20067 0.189
H 3.14583 -1.42496 3.23797 0.221
H 2.15361 -2.39532 2.11226 0.188
H 1.40756 -1.68799 3.56095 0.239
C -1.41421 0.44260 3.34534 -0.637
C -0.20222 1.06604 3.87968 0.090
C -0.11869 1.72040 5.11653 -0.304
C 1.20776 2.15191 5.28853 -0.317
C 1.91597 1.76009 4.13052 0.075
C 3.34654 1.84781 3.87255 -0.630
N 1.01600 1.15616 3.25411 -0.699
H -1.28757 -0.59760 2.99199 0.194
H -1.86963 1.09826 2.59568 0.209
H -2.11768 0.36069 4.20099 0.233
H -0.99348 1.83077 5.75758 0.205
H 1.66455 2.60312 6.16960 0.208
H 3.64758 2.85888 3.53449 0.207
H 3.85674 1.65479 4.82793 0.233
H 3.76529 1.16183 3.11547 0.194
```